Density functional theory data (ωB97M-V/def2-TZVPD) for a molecular structure, C47H67BO2P2PdSi.

Structure (ORCA input):
```
! RIJCOSX wB97M-V def2-TZVPD def2/J DEFGRID3
* xyz 2 5
Pd 0.286 -0.916 0.177
C -0.338 -1.828 4.036
Si 0.162 -0.770 2.600
C -1.157 0.582 2.354
C -2.270 0.513 3.208
C -3.386 1.320 3.028
C -3.422 2.222 1.974
C -2.340 2.312 1.110
C -1.213 1.505 1.279
P 0.194 1.566 0.116
C 1.179 3.129 0.345
C 0.322 4.367 0.697
C 0.066 4.583 2.190
C 1.372 4.551 2.973
C 2.071 3.218 2.737
C 2.412 3.031 1.259
C -0.334 1.743 -1.649
C -1.077 3.009 -2.099
C -1.338 2.924 -3.607
C -0.029 2.811 -4.426
C 1.191 2.614 -3.527
C 0.950 1.503 -2.510
C 1.980 -0.340 2.899
C 2.347 0.122 4.166
C 3.668 0.413 4.485
C 4.655 0.249 3.529
C 4.325 -0.237 2.270
C 3.006 -0.553 1.954
P 2.640 -1.417 0.386
C 3.891 -0.930 -0.861
C 5.374 -1.365 -0.672
C 6.053 -1.641 -2.019
C 5.725 -0.536 -3.020
C 4.207 -0.472 -3.311
C 3.394 -1.258 -2.281
C 2.474 -3.199 0.940
C 3.672 -4.147 0.800
C 3.889 -4.629 -0.634
C 2.615 -5.243 -1.213
C 1.449 -4.257 -1.131
C 1.223 -3.831 0.315
H -0.418 -1.207 4.935
H -1.290 -2.345 3.894
H 0.436 -2.577 4.213
H -2.262 -0.179 4.042
H -4.217 1.255 3.720
H -4.280 2.869 1.834
H -2.374 3.032 0.305
H 1.530 3.251 -0.682
H 0.891 5.228 0.327
H -0.615 4.373 0.143
H -0.448 5.536 2.321
H -0.598 3.808 2.586
H 2.022 5.368 2.639
H 1.187 4.707 4.036
H 2.978 3.139 3.336
H 1.403 2.413 3.064
H 3.100 3.831 0.962
H 2.937 2.089 1.094
H -1.012 0.911 -1.828
H -2.030 3.096 -1.577
H -0.502 3.908 -1.879
H -1.977 2.055 -3.795
H -1.910 3.798 -3.921
H -0.097 1.970 -5.118
H 0.114 3.700 -5.040
H 2.065 2.367 -4.133
H 1.435 3.548 -3.011
H 0.835 0.556 -3.039
H 1.840 1.386 -1.883
H 1.585 0.276 4.925
H 3.921 0.776 5.474
H 5.687 0.477 3.762
H 5.117 -0.397 1.553
H 3.828 0.161 -0.749
H 5.918 -0.549 -0.195
H 5.471 -2.225 -0.016
H 7.129 -1.702 -1.856
H 5.749 -2.612 -2.417
H 6.070 0.418 -2.612
H 6.280 -0.688 -3.944
H 3.870 0.569 -3.312
H 3.989 -0.867 -4.304
H 2.335 -1.028 -2.378
H 3.494 -2.328 -2.468
H 2.293 -3.029 2.003
H 4.574 -3.703 1.222
H 3.446 -5.016 1.428
H 4.193 -3.789 -1.263
H 4.710 -5.348 -0.661
H 2.779 -5.558 -2.244
H 2.357 -6.144 -0.645
H 1.671 -3.373 -1.738
H 0.539 -4.696 -1.542
H 0.385 -3.116 0.397
H 0.937 -4.700 0.916
C -7.582 0.854 -0.329
C -7.515 -0.584 -0.896
C -7.697 -0.546 -2.426
C -8.646 -1.414 -0.283
C -6.143 -1.115 -0.566
C -5.967 -2.193 0.403
C -4.750 -2.692 0.756
C -3.651 -2.092 0.128
O -2.380 -2.357 0.287
B -1.632 -1.402 -0.535
O -2.591 -0.659 -1.264
C -3.806 -1.028 -0.833
C -5.018 -0.535 -1.186
H -8.556 1.277 -0.580
H -6.811 1.496 -0.759
H -7.477 0.861 0.758
H -8.716 -0.223 -2.644
H -7.553 -1.532 -2.874
H -7.020 0.159 -2.912
H -9.598 -0.964 -0.565
H -8.612 -1.427 0.808
H -8.647 -2.442 -0.652
H -6.849 -2.621 0.857
H -4.631 -3.497 1.470
H -5.107 0.265 -1.907
*
```

- M: 871.3 g mol⁻¹
- Largest force on an atom: 0.77 eV/A
- LUMO (spin up / spin down): -0.1739 / -0.3146 hartree
- E_tot: -3106.06897 a.u.
- HOMO energy (spin up / spin down): -11.436 / -13.625 eV


Density functional theory data (ωB97M-V/def2-TZVPD) for 7 unconnected molecules or ions with the total composition C47H74ClN2O21 in a non-equilibrium geometry.

Structure (ORCA input):
```
! RIJCOSX wB97M-V def2-TZVPD def2/J DEFGRID3
* xyz -1 1
C -2.376 -2.317 1.592
C -2.967 -1.514 0.443
Cl -1.677 -1.226 -0.766
C -4.171 -2.267 -0.094
N -4.936 -1.790 -1.234
C -5.176 -0.359 -1.237
C -6.518 -0.023 -1.894
C -6.517 1.216 -2.784
C -7.036 2.518 -2.150
C -6.238 3.670 -2.775
C -4.879 3.824 -2.096
C -3.795 4.271 -3.062
C -3.357 3.149 -4.018
C -1.940 2.673 -3.734
C -1.471 1.616 -4.730
C -0.184 0.900 -4.269
C 1.014 1.137 -5.222
N 1.808 2.283 -4.811
C 3.061 2.198 -4.257
C 3.505 3.473 -3.959
C 2.490 4.383 -4.370
C 1.473 3.599 -4.892
C -4.427 -2.325 -2.534
C -5.267 -3.584 -2.900
C -6.661 -3.330 -3.381
O -6.949 -3.361 -4.561
C -4.289 -1.275 -3.669
O -3.112 -0.848 -3.837
O -5.324 -0.901 -4.298
H -1.621 -1.727 2.089
H -1.871 -3.210 1.238
H -3.156 -2.533 2.317
H -3.212 -0.542 0.851
H -4.875 -2.274 0.744
H -3.882 -3.305 -0.237
H -5.290 -0.049 -0.196
H -4.348 0.245 -1.618
H -7.241 0.150 -1.095
H -6.880 -0.855 -2.480
H -7.143 0.998 -3.646
H -5.508 1.390 -3.141
H -8.096 2.653 -2.359
H -6.915 2.476 -1.066
H -6.823 4.582 -2.746
H -6.047 3.333 -3.789
H -4.962 4.575 -1.308
H -4.570 2.913 -1.588
H -4.100 5.141 -3.639
H -2.921 4.557 -2.478
H -4.005 2.274 -3.971
H -3.390 3.500 -5.048
H -1.837 2.343 -2.703
H -1.307 3.554 -3.853
H -1.257 2.126 -5.672
H -2.286 0.922 -4.916
H 0.067 1.291 -3.289
H -0.355 -0.166 -4.154
H 0.627 1.279 -6.223
H 1.645 0.262 -5.139
H 3.588 1.279 -4.093
H 4.438 3.733 -3.496
H 2.498 5.450 -4.282
H 0.553 3.961 -5.312
H -3.432 -2.723 -2.370
H -5.312 -4.136 -1.958
H -4.717 -4.207 -3.597
H -7.474 -3.122 -2.664
C 2.240 0.334 6.296
C 1.399 -0.446 5.295
C 1.556 -0.029 3.850
O 0.281 -0.398 3.291
C -0.627 -0.343 4.282
O -1.806 -0.417 4.137
O -0.018 -0.207 5.486
H 2.771 1.150 5.818
H 1.607 0.747 7.082
H 2.991 -0.300 6.762
H 1.557 -1.520 5.418
H 2.362 -0.538 3.335
H 1.679 1.050 3.737
C 8.123 -2.134 3.737
C 6.691 -1.772 4.114
C 5.785 -1.395 2.970
O 4.833 -0.527 3.627
C 5.458 0.041 4.676
O 5.024 0.943 5.324
O 6.642 -0.567 4.915
H 8.327 -1.967 2.685
H 8.839 -1.556 4.317
H 8.297 -3.194 3.934
H 6.243 -2.570 4.712
H 5.289 -2.259 2.523
H 6.294 -0.820 2.206
C -7.588 2.016 -8.901
C -6.663 2.892 -8.070
C -6.107 2.244 -6.826
O -5.868 3.378 -5.979
C -6.753 4.341 -6.331
O -6.973 5.328 -5.709
O -7.367 4.016 -7.501
H -7.794 1.067 -8.407
H -8.535 2.519 -9.086
H -7.133 1.782 -9.863
H -5.861 3.298 -8.691
H -5.184 1.696 -6.999
H -6.823 1.590 -6.325
C 11.131 3.465 0.212
C 10.604 2.039 0.184
C 9.557 1.753 -0.868
O 8.828 0.670 -0.276
C 8.929 0.804 1.065
O 8.273 0.198 1.852
O 9.869 1.722 1.386
H 10.590 4.110 -0.481
H 11.047 3.890 1.210
H 12.180 3.492 -0.081
H 11.430 1.328 0.115
H 9.976 1.456 -1.826
H 8.869 2.589 -1.016
C 7.159 -8.229 2.724
C 6.903 -6.833 3.267
C 5.967 -6.757 4.450
O 5.426 -5.435 4.320
C 5.452 -5.119 3.002
O 4.898 -4.182 2.525
O 6.195 -6.014 2.312
H 6.535 -8.975 3.216
H 6.962 -8.271 1.655
H 8.195 -8.521 2.890
H 7.848 -6.329 3.485
H 6.468 -6.873 5.408
H 5.144 -7.472 4.382
C -1.680 -1.275 7.781
C -1.782 -1.070 9.284
C -2.171 0.322 9.719
O -1.582 0.406 11.026
C -0.500 -0.414 11.033
O 0.326 -0.432 11.886
O -0.496 -1.202 9.933
H -1.809 -0.346 7.233
H -0.718 -1.697 7.507
H -2.459 -1.954 7.436
H -2.444 -1.817 9.728
H -3.246 0.473 9.774
H -1.727 1.096 9.091
*
```

- M: 1038.6 g mol⁻¹
- Largest force on an atom: 1.53 eV/A
- LUMO: 0.0493 hartree
- E_tot: -3985.16648 a.u.
- HOMO energy: -4.766 eV


Density functional theory data (ωB97M-V/def2-TZVPD) for 11 unconnected molecules or ions with the total composition C47H74O19S6 in a non-equilibrium geometry.

Structure (ORCA input):
```
! RIJCOSX wB97M-V def2-TZVPD def2/J DEFGRID3
* xyz 0 1
C -2.090 -5.589 -3.258
C -0.774 -5.038 -3.759
O -1.080 -4.010 -4.725
S 0.133 -3.308 -5.486
C -0.641 -1.704 -5.679
O 1.214 -3.111 -4.571
O 0.362 -4.008 -6.697
H -2.697 -4.870 -2.714
H -1.938 -6.473 -2.643
H -2.645 -5.885 -4.152
H -0.162 -4.631 -2.949
H -0.155 -5.818 -4.209
H 0.081 -0.998 -5.286
H -1.523 -1.771 -5.052
H -0.849 -1.572 -6.736
C -2.607 3.297 -0.177
C -2.606 4.787 0.041
O -3.816 5.331 -0.546
S -3.719 6.675 -1.360
C -3.309 7.839 -0.099
O -2.600 6.590 -2.251
O -5.021 6.923 -1.865
H -1.746 2.874 0.350
H -2.505 3.072 -1.236
H -3.492 2.837 0.261
H -2.596 5.038 1.104
H -1.759 5.252 -0.461
H -2.425 7.448 0.398
H -4.152 7.910 0.584
H -3.124 8.796 -0.576
C -4.409 3.793 3.287
C -4.551 2.352 2.840
O -3.764 1.490 3.697
S -4.365 0.056 3.998
C -4.807 -0.591 2.423
O -3.278 -0.728 4.468
O -5.546 0.173 4.769
H -3.387 4.165 3.282
H -4.793 3.904 4.303
H -5.048 4.384 2.627
H -5.608 2.093 2.873
H -4.140 2.243 1.835
H -5.665 -0.141 1.935
H -4.996 -1.641 2.654
H -3.947 -0.551 1.755
C 6.434 -0.060 -4.445
C 5.266 -0.048 -3.460
O 4.007 0.311 -4.069
S 3.819 1.834 -4.427
C 2.054 1.830 -4.547
O 4.151 2.626 -3.275
O 4.387 2.155 -5.694
H 7.362 -0.214 -3.893
H 6.520 0.863 -5.016
H 6.295 -0.884 -5.144
H 5.131 -1.076 -3.131
H 5.472 0.548 -2.571
H 1.731 1.317 -5.447
H 1.752 2.871 -4.477
H 1.700 1.296 -3.666
C -0.792 2.713 3.562
C -0.280 1.685 4.523
O 0.726 0.914 3.830
S 1.367 -0.308 4.604
C 2.408 0.522 5.786
O 0.384 -1.009 5.343
O 2.220 -0.975 3.681
H -1.589 3.287 4.034
H -1.210 2.230 2.678
H 0.007 3.388 3.254
H 0.161 2.161 5.404
H -1.092 1.057 4.895
H 3.109 -0.230 6.139
H 1.763 0.844 6.599
H 2.936 1.333 5.294
O -2.550 -4.928 0.724
S -2.832 -4.132 1.851
O -4.166 -4.023 2.301
O -1.861 -4.562 3.019
C -1.403 -3.397 3.725
C -1.212 -2.357 2.634
O -2.290 -2.649 1.729
H -2.071 -3.027 4.505
H -0.491 -3.677 4.247
H -0.233 -2.392 2.167
H -1.434 -1.395 3.090
C 0.813 5.763 0.250
C 1.101 5.522 -1.087
C 2.111 4.624 -1.426
C 2.855 4.002 -0.425
C 2.589 4.296 0.910
C 1.562 5.168 1.260
H -0.011 6.409 0.532
H 0.651 6.114 -1.874
H 2.430 4.567 -2.459
H 3.644 3.290 -0.629
H 3.190 3.795 1.660
H 1.326 5.312 2.306
C 1.043 -5.851 1.737
C 1.172 -6.209 3.064
C 1.810 -5.362 3.972
C 2.300 -4.138 3.551
C 2.231 -3.813 2.204
C 1.572 -4.637 1.297
H 0.456 -6.421 1.028
H 0.891 -7.193 3.417
H 1.876 -5.661 5.012
H 2.741 -3.352 4.148
H 2.670 -2.868 1.911
H 1.460 -4.292 0.277
C -3.868 -2.145 -3.455
C -3.739 -1.616 -2.184
C -4.005 -0.261 -1.985
C -4.365 0.553 -3.050
C -4.574 -0.013 -4.301
C -4.276 -1.353 -4.520
H -3.711 -3.192 -3.679
H -3.539 -2.197 -1.291
H -3.866 0.153 -0.993
H -4.486 1.619 -2.907
H -4.903 0.595 -5.134
H -4.288 -1.771 -5.518
C 0.268 0.730 0.220
C 1.455 0.634 -0.493
C 1.680 -0.438 -1.348
C 0.777 -1.489 -1.376
C -0.438 -1.381 -0.716
C -0.674 -0.269 0.090
H 0.146 1.573 0.890
H 2.227 1.373 -0.323
H 2.645 -0.511 -1.832
H 1.100 -2.402 -1.865
H -1.229 -2.098 -0.888
H -1.604 -0.277 0.652
C 5.832 -3.379 -0.188
C 4.725 -2.565 0.036
C 4.854 -1.356 0.701
C 6.100 -0.997 1.199
C 7.213 -1.791 0.983
C 7.088 -2.942 0.210
H 5.726 -4.294 -0.755
H 3.779 -2.966 -0.312
H 4.043 -0.649 0.810
H 6.208 -0.125 1.833
H 8.147 -1.582 1.487
H 7.954 -3.563 0.012
*
```

- SMILES: CCOS(C)(=O)=O.CCOS(C)(=O)=O.CCOS(C)(=O)=O.CCOS(C)(=O)=O.CCOS(C)(=O)=O.O=S1(=O)OCCO1.c1ccccc1.c1ccccc1.c1ccccc1.c1ccccc1.c1ccccc1
- M: 1135.5 g mol⁻¹
- Largest force on an atom: 1.88 eV/A
- LUMO: -0.0007 hartree
- E_tot: -5653.89028 a.u.
- HOMO energy: -9.182 eV